# 1
A structure of composition C29H71IO11Si, computed with the ωB97M-V functional and the def2-TZVPD basis.

```
113
Properties=species:S:1:pos:R:3:forces:R:3:lowdin_charge:R:1
C -1.248129 1.123707 -2.383039 0.09 -0.01 0.02 -0.091
C -2.370736 0.090377 -2.188018 -0.09 0.04 -0.10 -0.254
C -1.954168 -1.124830 -1.357647 0.10 0.10 0.06 -0.277
C -1.128413 -2.140845 -2.162651 0.01 0.04 -0.02 -0.276
Si 0.338521 -2.981223 -1.353795 -0.07 0.06 0.05 0.546
C 1.169574 -4.089895 -2.627151 0.03 -0.04 -0.05 -0.293
C 0.535668 -5.463743 -2.776740 -0.04 -0.04 0.06 -0.323
O -0.820327 -5.310126 -3.211630 0.02 0.02 -0.09 -0.086
C -0.033377 -3.983163 0.214656 0.00 -0.07 -0.02 -0.799
I 1.886953 -4.769029 0.837452 0.11 -0.04 0.01 0.867
C -0.716239 -3.257319 1.382323 -0.03 0.09 -0.04 -0.381
C -2.219755 -3.519536 1.407152 0.02 0.00 0.03 -0.102
H -0.897895 1.178059 -3.414826 -0.02 -0.03 0.01 0.071
H -0.381693 0.879238 -1.762361 -0.01 0.01 -0.01 0.071
H -1.571942 2.125530 -2.095158 0.01 -0.01 -0.02 0.047
H -2.716914 -0.261800 -3.164374 -0.08 0.01 0.05 0.111
H -3.232049 0.570820 -1.719955 0.05 0.01 0.03 0.075
H -2.849232 -1.601074 -0.956419 0.00 -0.09 -0.02 0.088
H -1.388601 -0.765331 -0.488561 -0.05 0.01 -0.01 0.095
H -1.766224 -2.900541 -2.621586 -0.02 0.03 0.01 0.075
H -0.658418 -1.614482 -3.005992 0.01 -0.04 0.00 0.078
H 1.281301 -1.910819 -0.930806 -0.01 -0.01 0.03 0.015
H 1.130549 -3.576345 -3.593847 0.04 -0.02 0.01 0.081
H 2.224976 -4.211005 -2.370258 -0.03 0.01 0.04 0.060
H 1.100995 -6.077414 -3.483909 -0.04 0.05 -0.05 0.115
H 0.539457 -5.992916 -1.817210 0.08 -0.02 -0.03 0.078
H -1.030859 -5.998996 -3.847974 0.01 0.01 0.11 0.083
H -0.591626 -4.889108 -0.028608 0.02 0.01 -0.01 0.035
H -0.517773 -2.182822 1.316421 0.00 -0.02 0.05 0.091
H -0.292499 -3.582401 2.332751 0.01 -0.04 -0.02 0.066
H -2.673343 -3.078029 2.295867 0.00 0.02 -0.03 0.076
H -2.416360 -4.593591 1.430051 -0.01 0.01 0.02 0.077
H -2.722872 -3.105558 0.535456 0.00 -0.02 -0.06 0.052
C -1.854230 5.323223 -2.147827 0.00 0.03 -0.01 -0.118
O -1.148736 4.731394 -1.074919 -0.01 0.00 0.02 -0.197
C 0.244261 4.606867 -1.308018 -0.01 -0.05 -0.07 -0.210
C 1.039663 5.681480 -0.599666 -0.02 0.00 0.06 -0.206
O 0.761773 6.972735 -1.110551 -0.01 -0.01 -0.03 -0.188
C -0.123304 7.726141 -0.305640 0.00 0.01 0.00 -0.112
H -2.879088 5.474584 -1.812079 0.01 0.01 -0.01 0.083
H -1.422200 6.285763 -2.434534 0.00 0.00 0.01 0.086
H -1.862753 4.666224 -3.025559 0.01 0.00 0.00 0.088
H 0.453613 4.645295 -2.382798 0.01 -0.01 0.01 0.129
H 0.558497 3.626293 -0.937951 0.00 0.00 0.01 0.122
H 2.106033 5.485227 -0.744088 0.00 0.00 -0.01 0.126
H 0.830159 5.643112 0.475164 0.01 0.00 -0.01 0.127
H 0.340815 7.988431 0.651604 0.00 -0.01 0.00 0.088
H -1.052288 7.184586 -0.108253 0.00 0.01 -0.01 0.083
H -0.348178 8.642272 -0.848819 0.00 0.00 0.01 0.089
C -5.072065 3.455927 -2.229276 0.03 -0.02 0.00 -0.111
O -5.721552 2.237876 -2.535844 -0.04 0.01 0.00 -0.186
C -5.909305 1.398437 -1.410896 0.07 -0.02 0.03 -0.220
C -7.332280 1.436189 -0.896702 -0.03 0.02 -0.05 -0.206
O -7.676826 2.709687 -0.385302 0.02 0.01 0.02 -0.184
C -8.441524 3.497363 -1.278085 0.00 0.05 -0.01 -0.104
H -5.070607 4.055661 -3.138328 0.02 0.00 0.00 0.093
H -5.589300 4.002292 -1.435571 -0.01 0.01 -0.01 0.089
H -4.035174 3.280857 -1.918729 -0.02 -0.01 0.01 0.071
H -5.222476 1.686961 -0.606806 -0.01 -0.03 0.01 0.126
H -5.664345 0.375295 -1.713136 -0.03 -0.01 0.01 0.121
H -7.434914 0.708508 -0.086116 0.01 0.00 0.00 0.125
H -8.018867 1.147723 -1.700756 0.00 0.00 0.02 0.127
H -9.449336 3.083820 -1.402333 0.01 -0.02 0.00 0.091
H -7.967508 3.567303 -2.260871 0.00 0.00 0.00 0.086
H -8.519367 4.495398 -0.851382 -0.01 0.00 -0.01 0.076
C -10.323203 6.830870 -0.100392 0.00 -0.01 0.00 -0.114
O -9.502165 6.952023 -1.246222 0.04 0.02 0.01 -0.206
C -10.209112 7.298238 -2.423955 -0.05 -0.03 0.00 -0.205
C -10.059070 8.765469 -2.764718 0.05 0.01 -0.01 -0.207
O -10.658099 9.600848 -1.791401 -0.02 -0.02 0.02 -0.188
C -9.735585 10.180102 -0.889791 0.00 0.00 0.00 -0.112
H -9.662171 6.701373 0.754905 -0.01 -0.01 0.00 0.091
H -10.940366 7.720168 0.049978 0.01 0.00 0.01 0.084
H -10.976604 5.954440 -0.176550 -0.01 0.01 -0.01 0.089
H -11.271688 7.054318 -2.315850 0.01 0.00 -0.01 0.127
H -9.806165 6.699351 -3.246370 0.01 0.00 0.00 0.126
H -10.551224 8.958699 -3.722453 -0.01 0.00 0.00 0.125
H -8.996228 9.008181 -2.874775 -0.01 0.00 -0.01 0.126
H -9.088542 10.903197 -1.398620 0.00 -0.01 -0.01 0.089
H -9.108217 9.424003 -0.410452 -0.01 0.00 0.01 0.083
H -10.315379 10.701890 -0.130638 0.01 0.01 0.00 0.089
C 8.163910 -7.097330 2.986989 0.04 -0.02 -0.03 -0.100
O 7.255430 -6.570881 3.939082 -0.02 0.00 0.01 -0.190
C 6.668973 -5.343960 3.544990 0.04 0.01 -0.04 -0.207
C 5.262665 -5.528936 3.017517 -0.08 0.02 0.03 -0.220
O 5.237452 -6.270848 1.810648 -0.01 0.02 -0.03 -0.222
C 4.849420 -7.620421 1.977857 -0.01 -0.02 0.00 -0.116
H 8.458950 -8.084029 3.341928 0.00 0.00 0.00 0.092
H 7.703631 -7.193509 1.999745 -0.02 -0.02 0.01 0.085
H 9.058700 -6.473226 2.900540 -0.01 0.01 0.00 0.071
H 7.284599 -4.854225 2.782137 0.00 0.00 0.01 0.129
H 6.632737 -4.690458 4.422121 -0.01 0.00 0.01 0.125
H 4.826304 -4.545885 2.813844 0.01 0.01 0.01 0.110
H 4.647152 -6.020027 3.779401 0.00 0.01 -0.01 0.128
H 3.789347 -7.695156 2.245912 0.00 0.01 0.01 0.081
H 5.445128 -8.118831 2.747244 0.01 0.00 -0.01 0.085
H 5.005056 -8.118658 1.022429 -0.01 0.00 0.00 0.090
C 12.449878 -6.532481 2.743912 0.01 0.00 0.00 -0.106
O 11.386953 -5.707474 3.178631 0.01 0.05 -0.03 -0.211
C 11.390720 -5.449806 4.572436 0.00 -0.05 0.03 -0.203
C 11.924371 -4.070060 4.890926 -0.03 0.04 -0.02 -0.205
O 13.292143 -3.937332 4.549466 0.01 -0.03 0.00 -0.188
C 13.513241 -3.248637 3.334685 0.00 0.00 -0.01 -0.112
H 12.409103 -6.560408 1.656433 0.00 -0.01 0.00 0.090
H 13.420096 -6.140529 3.060036 0.00 0.01 -0.01 0.084
H 12.339396 -7.552566 3.128406 0.00 0.00 0.01 0.090
H 11.987166 -6.204189 5.096888 -0.01 0.00 0.00 0.128
H 10.358992 -5.525788 4.930865 -0.01 0.00 0.00 0.124
H 11.827250 -3.892510 5.965938 0.01 0.00 0.00 0.126
H 11.325190 -3.316493 4.367598 0.00 0.00 0.01 0.127
H 13.228435 -2.194221 3.421889 -0.01 0.00 0.00 0.088
H 12.954871 -3.695620 2.507901 0.01 -0.01 0.00 0.083
H 14.579413 -3.307389 3.123361 0.00 0.01 0.00 0.089
```
Forces are in eV/Å.

For the lowest unoccupied orbital energy, the calculation gives 0.68 eV. The highest occupied orbital energy comes out at -0.3309 Ha. The calculation puts the gap between HOMO and LUMO at 0.35578 hartree.

# 2
A structure of composition C49H45FHgN10O3P2SSe2, computed with the ωB97M-V functional and the def2-TZVPD basis.

```
114
Properties=species:S:1:pos:R:3:forces:R:3:nbo_charge:R:1
Hg 0.062920 0.044430 -0.417749 -0.64 0.23 -0.54 1.454
N 4.556292 0.228915 -0.584276 -0.04 -0.10 -0.02 -0.804
C 3.220371 0.187561 -0.271029 -0.18 0.28 0.03 0.292
S 2.197440 1.102964 -1.321410 -0.01 -0.05 -0.11 -0.440
N 2.921582 -0.463093 0.824736 0.79 -0.39 0.27 -0.447
N 1.625900 -0.600073 1.130679 -0.02 -0.07 0.32 -0.299
C 1.284861 -0.936931 2.313089 0.64 0.17 -0.40 0.044
C -0.122194 -1.135137 2.614013 -0.91 -0.12 0.07 0.169
C -0.553961 -1.465093 3.900193 0.36 0.14 -0.20 -0.229
C -1.907192 -1.580605 4.149908 -0.18 -0.04 -0.16 -0.160
C -2.802138 -1.397728 3.103600 0.18 0.01 0.26 -0.265
C -2.289294 -1.112079 1.846581 -0.29 0.00 -0.19 0.076
N -0.995982 -0.983549 1.607136 0.25 -0.05 0.36 -0.482
H 4.760474 0.590247 -1.499691 0.02 -0.08 -0.02 0.391
H 5.114024 -0.547894 -0.265427 -0.01 0.06 0.14 0.387
H 2.024354 -1.047445 3.101874 0.04 -0.05 -0.03 0.188
H 0.179481 -1.596380 4.684723 -0.01 0.03 0.04 0.216
H -2.262095 -1.812635 5.146384 0.01 0.02 -0.01 0.213
H -3.868791 -1.460541 3.264874 -0.02 -0.04 -0.07 0.218
H -2.940788 -0.978316 0.989103 0.03 -0.01 -0.04 0.229
C -1.323741 -8.348114 -1.637299 0.07 0.19 -0.05 -0.618
C -0.877434 -7.343429 -2.698335 -0.12 -0.47 0.16 -0.203
N -0.473412 -6.062636 -2.149296 -0.31 0.31 0.04 -0.375
C -1.388864 -5.050125 -2.117962 0.51 -0.32 -0.05 0.106
C -1.123646 -3.753821 -1.842712 0.12 0.21 0.11 -0.301
C -2.341463 -2.840764 -1.908222 -0.01 0.56 0.16 0.778
O -3.420970 -3.370366 -2.201158 -0.34 -0.37 -0.12 -0.755
O -2.118699 -1.641322 -1.649663 0.17 0.63 0.28 -0.785
C 0.242214 -3.340328 -1.562576 -0.13 0.67 -0.05 0.508
O 0.704918 -2.196128 -1.399375 -0.57 -0.78 -0.09 -0.659
C 1.184200 -4.461394 -1.497234 0.87 -0.60 0.14 -0.083
C 2.526883 -4.177599 -1.192937 -0.39 -0.09 -0.09 -0.213
C 3.448654 -5.184130 -1.163900 0.24 0.10 0.25 0.330
F 4.759229 -4.883988 -0.952410 -0.13 0.03 0.00 -0.338
C 3.099118 -6.519831 -1.342851 -0.53 -0.41 -0.61 0.092
C 1.773566 -6.810235 -1.660929 0.75 0.08 0.23 -0.216
C 0.822117 -5.796322 -1.765347 -0.05 0.33 -0.12 0.155
N 4.028845 -7.606865 -1.365028 -0.09 0.60 0.09 -0.471
C 4.578143 -7.872382 -2.688310 -0.10 -0.34 -0.09 -0.233
C 5.200665 -9.263933 -2.677392 -0.15 0.52 -0.02 -0.312
N 6.261672 -9.275555 -1.629783 -0.84 0.39 0.18 -0.828
C 5.671972 -8.992744 -0.288457 -0.25 0.46 0.02 -0.298
C 5.071517 -7.591783 -0.352072 0.14 -0.34 0.20 -0.238
H -1.561904 -9.304675 -2.102296 0.01 -0.04 0.02 0.210
H -2.213725 -7.980022 -1.129184 -0.03 0.00 0.05 0.219
H -0.545724 -8.496676 -0.889568 0.01 -0.07 0.02 0.209
H -1.706392 -7.159752 -3.382173 0.10 0.05 -0.04 0.215
H -0.053874 -7.755133 -3.285833 -0.03 0.09 -0.03 0.198
H -2.411592 -5.317093 -2.352635 -0.03 0.09 -0.07 0.249
H 2.802122 -3.146560 -1.016985 0.04 0.04 0.01 0.268
H 1.528325 -7.850414 -1.816038 -0.06 -0.02 0.00 0.215
H 5.330161 -7.128067 -2.997703 -0.09 0.00 0.07 0.187
H 3.756579 -7.839326 -3.405130 0.05 -0.06 -0.07 0.221
H 5.647949 -9.519489 -3.638603 0.15 -0.05 0.07 0.223
H 4.443146 -9.994915 -2.402610 0.14 -0.10 -0.05 0.215
H 6.921719 -8.497438 -1.841963 0.45 -0.29 -0.10 0.339
H 6.797305 -10.185191 -1.635006 0.47 -0.53 -0.05 0.189
H 6.451595 -9.071574 0.469434 0.13 -0.05 -0.13 0.224
H 4.886923 -9.720953 -0.097902 0.14 -0.10 0.01 0.215
H 5.880222 -6.877513 -0.559793 -0.14 0.03 0.00 0.195
H 4.625247 -7.322811 0.606416 0.03 -0.06 0.03 0.224
Se -1.190717 5.637775 5.222650 0.04 0.02 0.14 -0.501
P -1.556087 5.424236 3.161134 -0.16 0.26 0.31 1.260
C -3.344289 5.584262 2.890516 0.13 -0.08 0.01 -0.403
C -3.974218 6.764391 3.281623 0.04 0.00 -0.10 -0.129
C -5.349591 6.879112 3.191600 -0.03 0.09 0.00 -0.240
C -6.109770 5.805325 2.749522 0.00 -0.06 0.01 -0.209
C -5.490066 4.608479 2.425590 -0.11 0.01 0.05 -0.198
C -4.110682 4.493609 2.498451 0.06 0.04 -0.11 -0.190
C -0.655536 6.763091 2.301726 -0.01 -0.16 -0.05 -0.285
C 0.729796 6.590207 2.289300 -0.02 -0.02 -0.02 -0.218
C 1.550359 7.541428 1.710111 0.01 0.01 0.01 -0.206
C 0.997540 8.690894 1.160447 -0.03 0.01 0.00 -0.213
C -0.374761 8.880562 1.200204 0.00 0.12 -0.07 -0.219
C -1.203772 7.919333 1.761193 -0.04 -0.14 -0.01 -0.234
C -0.955449 3.904591 2.434891 -0.02 -0.12 -0.25 -0.357
C -0.972047 3.189724 1.212635 -0.06 -0.11 0.31 -0.315
N -0.172935 2.123168 1.410306 -0.10 -0.05 -0.22 -0.339
N 0.310092 2.170312 2.633151 0.19 -0.34 -0.12 -0.113
N -0.136007 3.219003 3.264871 -0.16 0.26 0.16 -0.259
P -1.628988 3.213506 -0.469124 0.60 0.72 0.61 1.245
Se -2.166661 1.249012 -1.164557 -0.32 0.00 -0.22 -0.435
C -3.017511 4.393772 -0.554216 -0.17 -0.52 -0.15 -0.299
C -4.274300 3.876371 -0.858014 0.08 0.03 -0.01 -0.142
C -5.370376 4.717828 -0.945016 -0.05 0.02 -0.05 -0.237
C -5.216190 6.079211 -0.731965 -0.05 -0.02 0.01 -0.191
C -3.965452 6.597607 -0.435061 0.01 0.04 0.03 -0.205
C -2.866485 5.759508 -0.344632 0.12 -0.07 -0.08 -0.225
C -0.294853 4.008861 -1.423126 -0.11 -0.36 -0.12 -0.407
C 0.058993 3.504144 -2.668627 -0.05 0.03 0.02 -0.115
C 1.070294 4.114895 -3.393520 0.03 0.06 -0.10 -0.225
C 1.709504 5.236604 -2.888525 0.06 0.03 0.01 -0.194
C 1.369840 5.728348 -1.636330 -0.02 0.02 0.05 -0.211
C 0.385303 5.100149 -0.894184 -0.06 -0.04 0.01 -0.188
H -3.379711 7.575606 3.681970 -0.03 0.02 0.03 0.219
H -5.832064 7.803611 3.482556 -0.01 0.01 0.00 0.209
H -7.185486 5.898016 2.669292 -0.02 -0.01 0.04 0.208
H -6.083293 3.757680 2.117708 0.00 -0.02 -0.04 0.214
H -3.632472 3.555155 2.247797 0.03 0.00 0.00 0.234
H 1.149130 5.694051 2.731966 0.06 -0.01 -0.01 0.249
H 2.620420 7.384341 1.685828 0.03 0.00 0.01 0.217
H 1.633550 9.434973 0.698703 0.02 0.03 0.02 0.210
H -0.806856 9.785314 0.791598 -0.01 -0.01 -0.05 0.209
H -2.275495 8.067371 1.758148 -0.02 0.00 0.01 0.219
H -4.373240 2.810588 -1.024926 -0.09 0.04 -0.01 0.231
H -6.344536 4.308470 -1.179269 -0.01 0.00 0.00 0.214
H -6.072501 6.739138 -0.787743 -0.01 0.00 -0.02 0.211
H -3.845884 7.661307 -0.271506 0.02 0.00 0.03 0.213
H -1.897148 6.176770 -0.113493 0.03 0.02 -0.03 0.234
H -0.441718 2.621411 -3.048376 0.00 0.02 -0.02 0.233
H 1.366570 3.712727 -4.353332 -0.02 -0.03 -0.01 0.214
H 2.492565 5.721390 -3.457802 0.01 -0.03 -0.03 0.207
H 1.871392 6.595020 -1.225055 0.05 -0.02 0.00 0.214
H 0.162917 5.442556 0.106449 0.02 0.05 0.02 0.229
```
Forces are in eV/Å.

For the lowest unoccupied orbital energy (alpha / beta), the calculation gives 1.88 / 1.83 eV. The highest occupied orbital energy (alpha / beta) comes out at -0.0756 / -0.2002 Ha. The total charge is -1. As for the expectation value of S²: 0.751. As for the spin multiplicity: 2. The calculation puts the gap between HOMO and LUMO (alpha / beta) at 0.14474 / 0.26737 hartree.

# 3
A cluster of 2 separate species, C3H9N in total, computed with the ωB97M-V functional and the def2-TZVPD basis.

```
13
Properties=species:S:1:pos:R:3:forces:R:3:nbo_charge:R:1
C 3.588211 0.429242 -0.610565 -1.83 -0.05 1.25 -0.409
C 2.701684 0.708978 -1.577680 0.48 -0.53 -1.29 -0.375
H 3.036700 0.321731 0.342023 1.10 1.59 0.38 0.195
H 4.629787 0.141875 -0.585297 -0.28 -1.03 -0.78 0.206
H 1.925379 1.476028 -1.512724 -0.53 -1.01 0.94 0.196
H 2.654533 0.156768 -2.521614 1.06 1.03 -0.50 0.187
C -2.662959 -0.112484 0.379173 0.71 -0.98 -0.42 -0.416
N -3.026369 -0.833308 1.606046 0.10 -0.65 0.21 -0.829
H -1.805122 -0.562765 -0.160494 0.29 0.50 0.58 0.163
H -3.384175 -0.163777 -0.437653 -0.77 0.18 0.64 0.193
H -2.484832 0.914760 0.674288 0.15 0.17 -0.37 0.197
H -2.256309 -0.802330 2.270084 -0.03 0.65 -0.07 0.346
H -3.069734 -1.842748 1.484608 -0.44 0.14 -0.57 0.346
```
Forces are in eV/Å.

For the lowest unoccupied orbital energy, the calculation gives 0.94 eV. The highest occupied orbital energy comes out at -0.3320 Ha. Its structure (SMILES) is C=C.CN. The calculation puts the gap between HOMO and LUMO at 0.36660 hartree.